# 1
Computed, not measured: one molecule with the formula C5H9P, with ωB97M-V/def2-TZVPD.

## Properties
- Gap between HOMO and LUMO: 7.73 eV
- Total energy: -537.05902 Ha
- Multiplicity: 1
- LUMO energy: -0.2 eV
- SMILES: C=C=P(=C)CC
- Energy relative to the best compared isomer or geometry (same formula, charge and spin): 96.8 kcal/mol
- F_max: 4.2 eV Å⁻¹

Each line ends with the natural charge from an NBO analysis.
Geometry (Å):
C1 0.42105 -1.88929 -2.55668  -0.48
C2 0.23068 -0.93134 -1.70781  -0.39
P1 -0.61075 -0.86957 -0.06660  1.05
C3 -2.09236 -0.72808 0.97845  -0.86
C4 0.65839 0.24237 0.77796  -0.72
C5 0.78296 1.68845 0.27548  -0.61
H1 0.93323 -1.52633 -3.50827  0.22
H2 0.40479 -3.01076 -2.54607  0.22
H3 -2.81328 -1.35733 0.52332  0.21
H4 -2.25811 0.03424 1.80575  0.25
H5 0.44129 0.38632 1.83885  0.23
H6 1.66483 -0.12997 0.81819  0.24
H7 1.85364 1.83535 0.04703  0.21
H8 0.23165 1.87516 -0.65112  0.22
H9 0.58608 2.42794 1.02427  0.21

---

# 2
Computed, not measured: one molecule with the formula C5H9P, with ωB97M-V/def2-TZVPD.

## Properties
- Gap between HOMO and LUMO: 7.27 eV
- Total energy: -537.02478 Ha
- Multiplicity: 1
- LUMO energy: -0.4 eV
- SMILES: CC#[PH]/C=C/C
- Energy relative to the best compared isomer or geometry (same formula, charge and spin): 118.3 kcal/mol
- F_max: 5.4 eV Å⁻¹

Each line ends with the natural charge from an NBO analysis.
Geometry (Å):
C1 1.24930 -0.59208 -2.40997  -0.71
C2 1.94172 -1.21629 -1.18074  -0.42
P1 1.37924 -1.29162 0.33439  0.65
C3 -0.47039 -0.45918 0.56075  -0.47
C4 -0.04936 0.66814 1.12271  -0.20
C5 -1.14717 1.69568 1.62401  -0.62
H1 0.54141 -1.07106 -3.06790  0.24
H2 2.02988 -0.26145 -3.17005  0.21
H3 0.87718 0.32017 -1.95505  0.23
H4 2.06581 -0.25253 1.12995  0.03
H5 -1.47050 -0.87328 0.18678  0.25
H6 0.95037 0.79519 1.50393  0.19
H7 -0.95333 2.66266 1.52167  0.20
H8 -2.11051 1.45100 1.17288  0.21
H9 -1.17371 1.39145 2.66889  0.21

---

# 3
Computed, not measured: one molecule with the formula C5H9P, with ωB97M-V/def2-TZVPD.

## Properties
- Gap between HOMO and LUMO (spin up / spin down): 7.59 / 7.77 eV
- Total energy: -537.10280 Ha
- Multiplicity: 1
- LUMO energy (spin up / spin down): -0.5 / 0.5 eV
- Energy relative to the best compared isomer or geometry (same formula, charge and spin): 69.4 kcal/mol
- F_max: 2.9 eV Å⁻¹

Each line ends with the natural charge from an NBO analysis.
Geometry (Å):
C1 0.54395 0.71053 0.04795  -0.11
C2 -0.69547 0.10167 0.03831  -0.57
C3 1.91658 0.10914 0.29434  -0.55
C4 3.04672 0.90208 -0.29397  -0.30
C5 -3.31407 -0.41674 0.02020  -1.01
P1 -2.25652 0.99645 -0.01489  0.60
H1 0.54614 1.77541 -0.31486  0.19
H2 -0.87727 -0.91843 0.13671  0.20
H3 2.12328 -0.32356 1.24808  0.23
H4 1.98496 -0.66202 -0.43755  0.25
H5 3.95769 0.77739 0.28902  0.18
H6 2.83904 1.71255 -0.96459  0.18
H7 -3.05064 -0.93877 -0.87412  0.23
H8 -4.44052 -0.18242 0.01025  0.24
H9 -3.19011 -1.10623 0.86616  0.24

---

# 4
Computed, not measured: an isolated ion of composition C5HN2O4 and charge -1, with ωB97M-V/def2-TZVPD.

## Properties
- Gap between HOMO and LUMO: 8.05 eV
- Net charge: -1
- Total energy: -601.37898 Ha
- Multiplicity: 1
- LUMO energy: 3.7 eV
- Energy relative to the best compared isomer or geometry (same formula, charge and spin): 172.7 kcal/mol
- F_max: 2.4 eV Å⁻¹

Each line ends with the natural charge from an NBO analysis.
Geometry (Å):
C1 0.26459 0.41573 -0.10795  0.09
C2 -2.39982 -0.12614 -0.43854  -0.24
C3 -1.55170 -1.30661 -0.44467  0.49
C4 -0.31152 -0.56943 -1.05019  -0.07
C5 -1.31960 0.81073 -1.07168  0.50
N1 -0.34835 1.50420 -0.24970  -0.45
N2 -3.51179 0.25703 0.27396  0.49
O1 -1.61299 -2.48796 -0.10862  -0.60
O2 -4.45925 -0.50749 0.44250  -0.45
O3 -3.50131 1.46113 0.64123  -0.50
O4 -0.73241 0.34710 -2.18767  -0.43
H1 1.01602 0.13950 0.64378  0.18

---

# 5
Computed, not measured: a 20-piece molecular cluster, C60H130N10O30 overall, with ωB97M-V/def2-TZVPD.

## Properties
- Gap between HOMO and LUMO: 9.19 eV
- Total energy: -5169.27054 Ha
- Multiplicity: 1
- LUMO energy: 0.3 eV
- F_max: 4.0 eV Å⁻¹

Each line ends with the Mulliken charge.
Geometry (Å):
O1 -1.69307 -3.21436 -2.36043  -0.25
C1 -1.85134 -3.97881 -1.47097  0.32
O2 -3.16442 -4.31462 -1.05576  0.94
C2 -4.30256 -3.57133 -1.59054  1.37
C3 -5.66184 -4.13144 -1.23430  -1.81
C4 -0.89914 -4.81296 -0.62900  -0.72
H1 -4.24440 -3.41713 -2.67466  -0.23
H2 -4.27212 -2.56253 -1.18242  -0.98
H3 -6.45869 -3.50865 -1.58345  0.29
H4 -5.86742 -4.41916 -0.17751  0.26
H5 -5.87121 -5.06992 -1.80166  0.43
H6 -0.10588 -4.98790 -1.34662  0.53
H7 -1.40274 -5.76631 -0.41346  -0.23
H8 -0.57139 -4.32814 0.26327  -0.13
O3 -2.45026 -5.67932 3.69941  -0.70
C5 -1.84561 -6.65431 3.24656  0.79
O4 -2.26168 -7.21251 2.08506  -0.36
C6 -3.33655 -6.51734 1.36173  0.99
C7 -3.59876 -7.38610 0.17871  -1.37
C8 -0.67731 -7.35110 3.87939  -0.45
H9 -2.96928 -5.53971 1.08060  -0.63
H10 -4.18715 -6.38526 2.06127  0.48
H11 -4.35352 -7.02253 -0.48830  0.23
H12 -3.92662 -8.34695 0.54619  0.46
H13 -2.63322 -7.48781 -0.37610  0.27
H14 0.05021 -6.55760 3.77818  -0.24
H15 -0.39347 -8.30123 3.39670  0.25
H16 -0.80008 -7.30166 4.94816  0.40
O5 2.75055 -1.54732 4.61008  -0.53
C9 2.76405 -1.01608 5.71088  0.63
O6 1.85048 -1.28094 6.67823  -0.36
C10 0.74080 -2.03689 6.27387  -0.10
C11 -0.31752 -1.26199 5.52716  -0.37
C12 3.97595 -0.21487 6.19656  -1.21
H17 0.29421 -2.42474 7.21112  0.36
H18 1.07582 -2.90062 5.66306  0.04
H19 -0.77966 -0.51680 6.25642  0.33
H20 -1.14617 -1.91026 5.21300  0.34
H21 0.05151 -0.75796 4.65631  -0.32
H22 4.69304 -0.12858 5.38727  0.14
H23 4.39837 -0.86224 6.97747  0.40
H24 3.60996 0.67788 6.64217  0.39
O7 3.46149 -3.75739 -0.89308  -0.57
C13 4.20737 -4.40111 -0.14581  0.82
O8 4.01459 -5.61620 0.34854  -0.41
C14 2.81418 -6.33835 0.08128  0.48
C15 2.79161 -7.40969 -0.96072  -1.58
C16 5.45235 -3.80771 0.44592  -0.35
H25 2.00875 -5.63340 -0.10266  0.08
H26 2.46153 -6.69283 1.05901  0.09
H27 2.92328 -6.95362 -1.92647  0.37
H28 1.85540 -7.95361 -0.97069  0.41
H29 3.46147 -8.23096 -0.83584  0.40
H30 6.30349 -3.85391 -0.24282  0.36
H31 5.63992 -4.18522 1.42663  0.31
H32 5.21962 -2.77181 0.55747  -0.42
O9 7.18606 2.45433 0.74461  -0.38
C17 8.21883 2.82940 0.22744  0.71
O10 8.35885 4.07255 -0.30163  -0.39
C18 7.17107 4.93401 -0.35314  0.84
C19 7.67562 6.30716 -0.71484  -1.66
C20 9.47695 2.04894 0.14759  -1.36
H33 6.42594 4.88658 0.44859  -0.05
H34 6.50396 4.62778 -1.20619  -0.10
H35 8.22873 6.38104 -1.70925  0.33
H36 8.32673 6.82174 -0.04274  0.43
H37 6.82765 6.92522 -0.91635  0.44
H38 9.56042 1.56467 -0.83798  0.31
H39 9.61394 1.26939 0.93136  0.31
H40 10.30425 2.72498 0.25361  0.41
O11 3.92526 6.01237 2.47575  -0.41
C21 4.92210 6.72815 2.60616  0.66
O12 5.90718 6.50319 3.42521  -0.39
C22 5.77343 5.45825 4.45724  -0.32
C23 6.62362 4.27010 3.97444  -0.69
C24 5.25387 7.86690 1.63239  -0.92
H41 4.73428 5.17996 4.37278  0.23
H42 5.95534 5.93587 5.40390  0.34
H43 6.66186 3.57309 4.82252  0.43
H44 7.52054 4.67315 3.61459  0.32
H45 6.12197 3.86101 3.08461  -0.07
H46 5.41110 8.76011 2.24721  0.38
H47 4.51798 7.90993 0.87911  0.26
H48 6.26294 7.62896 1.26410  0.12
O13 -7.12167 -1.38636 -3.81051  -0.39
C25 -8.17895 -1.73537 -4.18897  0.57
O14 -8.77141 -1.19330 -5.26196  -0.31
C26 -8.12816 -0.08688 -5.84752  0.10
C27 -8.86034 0.04733 -7.17606  -1.12
C28 -8.96454 -2.84297 -3.59339  -1.02
H49 -7.03203 -0.18882 -5.88401  0.08
H50 -8.30050 0.82921 -5.24599  0.25
H51 -8.21704 -0.15567 -8.03546  0.32
H52 -9.25376 1.09307 -7.30509  0.26
H53 -9.69371 -0.64404 -7.22067  0.31
H54 -8.89321 -2.85088 -2.54066  0.29
H55 -8.40609 -3.71686 -3.92118  0.26
H56 -9.91554 -2.91816 -4.12297  0.34
O15 0.21754 5.01874 -6.75698  -0.56
C29 0.30848 4.40574 -5.77048  0.54
O16 0.20487 4.99134 -4.52675  0.01
C30 0.12982 6.39197 -4.54588  -0.59
C31 0.89860 6.93862 -3.28216  -0.46
C32 0.57621 2.89950 -5.65657  -0.21
H57 -0.93352 6.67803 -4.55741  0.27
H58 0.51499 6.83126 -5.47897  0.45
H59 0.70238 6.26054 -2.37568  -0.22
H60 0.72009 8.02901 -2.99278  0.41
H61 1.97470 6.90354 -3.48324  0.20
H62 -0.33290 2.36491 -5.51442  0.02
H63 1.27510 2.71453 -4.81506  -0.16
H64 0.96807 2.57402 -6.60219  0.48
O17 -4.98909 3.69139 2.80789  -0.61
C33 -4.58640 3.44340 3.91463  0.75
O18 -3.86342 2.41311 4.20561  -0.40
C34 -3.73324 1.37216 3.21966  -0.07
C35 -2.85176 0.25492 3.75831  -0.41
C36 -4.74206 4.48340 5.02041  -1.17
H65 -3.20714 1.75222 2.35689  0.11
H66 -4.69829 0.97072 2.91495  0.52
H67 -2.94203 -0.21834 4.72419  0.68
H68 -1.80556 0.58059 3.76193  -0.33
H69 -2.81160 -0.54371 3.00574  -0.13
H70 -3.78205 4.95476 5.10628  0.23
H71 -5.00520 4.11371 5.96565  0.37
H72 -5.51618 5.16359 4.73673  0.36
O19 -0.46555 4.27225 1.14709  -0.65
C37 0.17468 4.91757 1.95502  0.90
O20 0.36267 4.56583 3.24031  -0.38
C38 -0.03715 3.20109 3.65902  0.08
C39 1.28476 2.34495 3.73493  0.00
C40 0.81026 6.21642 1.66241  -0.80
H73 -0.55930 2.74879 2.88839  -0.14
H74 -0.56634 3.31075 4.58519  0.42
H75 1.88521 2.72584 4.54946  0.56
H76 1.82568 2.36725 2.79566  0.00
H77 0.91834 1.31304 3.89245  -0.55
H78 1.38428 6.10274 0.69407  0.02
H79 1.48726 6.48613 2.44082  0.23
H80 0.00655 7.00940 1.56109  0.34
O21 -5.13267 -1.20154 1.66327  -0.54
C41 -4.94426 -2.30684 2.18382  0.85
N1 -3.76755 -2.95107 2.18315  0.70
C42 -6.05619 -3.01699 2.86010  -1.76
H81 -2.96700 -2.63291 1.59861  -0.62
H82 -3.57288 -3.79814 2.76393  -0.03
H83 -6.98362 -3.05186 2.30135  0.34
H84 -6.31786 -2.44638 3.73249  0.42
H85 -5.85097 -4.01689 3.19136  0.40
O22 -1.75189 -6.46101 -3.57827  -0.63
C43 -1.99806 -5.60950 -4.39672  0.71
N2 -3.19038 -4.93134 -4.40861  -0.32
C44 -0.98016 -5.07928 -5.43861  -1.03
H86 -3.74069 -5.03639 -3.55937  0.28
H87 -3.19926 -3.99914 -4.87688  0.27
H88 -0.20449 -4.40748 -4.98390  0.10
H89 -1.47613 -4.66264 -6.33386  0.31
H90 -0.40241 -5.98641 -5.76735  0.42
O23 3.98821 6.42701 -1.53559  -0.64
C45 3.70756 5.26512 -1.53833  0.68
N3 3.31117 4.53876 -0.46828  1.12
C46 3.80710 4.44167 -2.82352  -0.97
H91 2.73418 3.70648 -0.68557  -0.34
H92 3.25450 4.99448 0.42476  -0.52
H93 2.80627 4.28671 -3.17078  -0.03
H94 4.26607 3.45521 -2.68956  0.29
H95 4.36072 4.99442 -3.58252  0.48
O24 -3.75466 2.20585 -1.09639  -0.58
C47 -4.53137 1.39793 -0.63604  0.16
N4 -5.21405 1.60962 0.50255  -0.21
C48 -4.84467 0.12112 -1.40177  0.14
H96 -5.16160 2.54660 1.01624  0.30
H97 -5.70787 0.79490 0.80582  0.18
H98 -5.60218 0.27758 -2.10324  0.60
H99 -5.20318 -0.67977 -0.81951  0.11
H100 -3.90203 -0.08732 -1.99749  -0.53
O25 -3.41065 -2.21577 -5.09605  -0.81
C49 -2.65934 -1.31197 -4.78040  0.33
N5 -3.09299 -0.02406 -4.71150  -0.18
C50 -1.17557 -1.59147 -4.58054  0.68
H101 -2.57290 0.56877 -4.07829  -0.17
H102 -4.13610 0.05785 -4.61838  0.28
H103 -0.83309 -1.09615 -3.64595  -0.95
H104 -0.66953 -1.29102 -5.44813  0.92
H105 -0.96475 -2.63550 -4.40167  -0.67
O26 3.91540 -0.93399 0.92463  -0.60
C51 4.58281 0.01138 1.21486  0.80
N6 4.48556 1.28294 0.71667  0.47
C52 5.74366 -0.09634 2.08242  -1.33
H106 3.62732 1.50859 0.13941  -0.09
H107 5.20375 2.00995 0.83512  -0.13
H108 5.88852 -1.14321 2.17146  0.34
H109 5.56700 0.29380 3.05323  0.21
H110 6.65862 0.43527 1.71520  0.11
O27 2.21937 1.46581 -1.62121  0.10
C53 2.17449 0.36260 -2.17174  0.35
N7 2.61061 -0.78532 -1.65040  0.34
C54 1.56737 0.19037 -3.57205  -0.35
H111 3.03162 -0.82734 -0.76892  -0.24
H112 2.55331 -1.59757 -2.21274  0.18
H113 2.43018 0.24054 -4.25876  0.66
H114 0.82896 1.05317 -3.76960  -0.74
H115 1.05790 -0.79403 -3.67033  0.00
O28 0.90220 -5.48904 2.16258  -0.57
C55 1.60451 -4.67925 2.73134  1.00
N8 1.26526 -3.35478 2.69567  1.39
C56 2.93446 -5.07754 3.36481  -1.39
H116 0.38088 -3.07296 2.31551  -0.69
H117 1.78217 -2.67763 3.24950  -0.25
H118 2.62919 -5.91070 4.00580  0.40
H119 3.44219 -4.33473 3.97831  0.22
H120 3.65275 -5.49464 2.70557  0.28
O29 -1.41010 1.67499 -2.98217  0.73
C57 -1.48049 2.82911 -2.65719  0.47
N9 -0.48134 3.44739 -2.00831  1.19
C58 -2.58198 3.70064 -3.09370  -2.11
H121 0.27383 2.81574 -1.76395  -0.68
H122 -0.49148 4.34538 -1.60195  -0.19
H123 -2.16762 4.44527 -3.70933  0.35
H124 -2.93273 4.13465 -2.17670  0.58
H125 -3.39296 3.14778 -3.60076  0.20
O30 -0.91905 -1.90909 0.99780  -0.07
C59 -0.85665 -0.81670 0.48380  0.17
N10 -1.47629 -0.50583 -0.68699  1.05
C60 -0.17011 0.33716 1.19697  1.28
H126 -1.61705 -1.31304 -1.24460  -0.41
H127 -1.18306 0.26427 -1.30939  -0.68
H128 -0.49557 0.31667 2.22709  -1.30
H129 -0.34823 1.28741 0.63644  0.17
H130 0.96579 0.19073 1.24500  -0.25